Entry 1:
{"formula": "C56H36Cl4N5SSn", "method": "ωB97M-V/def2-TZVPD", "elements": ["Sn", "Cl", "C", "C", "C", "C", "C", "C", "C", "C", "C", "C", "C", "C", "C", "C", "C", "C", "Cl", "C", "C", "C", "N", "C", "C", "C", "C", "C", "C", "Cl", "C", "C", "C", "C", "C", "C", "N", "C", "C", "C", "C", "C", "N", "C", "C", "C", "C", "Cl", "C", "C", "C", "C", "N", "H", "H", "H", "H", "H", "H", "H", "H", "H", "H", "H", "H", "H", "H", "H", "H", "H", "H", "H", "H", "H", "H", "H", "H", "N", "C", "C", "C", "C", "C", "C", "H", "H", "H", "H", "H", "H", "H", "S", "C", "C", "C", "C", "C", "C", "H", "H", "H", "H", "H"], "positions_angstrom": [[-0.435, 1.113, -0.117], [6.912, 1.560, 5.602], [5.671, 1.179, 4.473], [5.142, 2.178, 3.666], [4.149, 1.866, 2.760], [3.660, 0.563, 2.650], [4.199, -0.424, 3.476], [5.201, -0.123, 4.376], [2.596, 0.249, 1.682], [1.498, -0.471, 2.142], [1.169, -0.719, 3.494], [-0.036, -1.370, 3.537], [-0.519, -1.495, 2.218], [-1.816, -1.842, 1.844], [-2.624, -2.630, 2.810], [-2.999, -2.157, 4.064], [-3.733, -2.947, 4.930], [-4.117, -4.223, 4.548], [-5.046, -5.204, 5.620], [-3.769, -4.703, 3.294], [-3.029, -3.911, 2.439], [-2.457, -1.461, 0.651], [-1.949, -0.701, -0.355], [-2.947, -0.519, -1.272], [-2.822, 0.112, -2.516], [-3.990, 0.129, -3.411], [-4.688, -1.039, -3.721], [-5.787, -1.009, -4.555], [-6.205, 0.197, -5.100], [-7.586, 0.238, -6.131], [-5.510, 1.367, -4.827], [-4.412, 1.327, -3.990], [-1.637, 0.673, -3.026], [-1.420, 0.963, -4.406], [-0.133, 1.383, -4.533], [0.455, 1.333, -3.231], [-0.494, 0.934, -2.333], [1.811, 1.564, -2.950], [2.423, 1.341, -1.711], [3.835, 1.406, -1.485], [4.050, 1.045, -0.194], [2.775, 0.730, 0.367], [1.808, 0.925, -0.564], [2.692, 1.956, -4.073], [3.430, 3.138, -4.039], [4.255, 3.496, -5.089], [4.364, 2.664, -6.194], [5.387, 3.104, -7.508], [3.644, 1.478, -6.243], [2.817, 1.132, -5.192], [-4.147, -1.139, -0.789], [-3.844, -1.728, 0.391], [0.471, -1.004, 1.351], [5.513, 3.187, 3.759], [3.737, 2.641, 2.130], [3.851, -1.443, 3.387], [5.625, -0.888, 5.005], [1.740, -0.385, 4.338], [-0.572, -1.672, 4.414], [-2.749, -1.150, 4.362], [-4.022, -2.569, 5.898], [-4.090, -5.685, 2.986], [-2.763, -4.287, 1.462], [-4.339, -1.982, -3.332], [-6.320, -1.917, -4.786], [-5.836, 2.295, -5.270], [-3.876, 2.240, -3.777], [-2.135, 0.831, -5.191], [0.356, 1.687, -5.437], [4.572, 1.666, -2.219], [4.989, 0.952, 0.316], [3.344, 3.798, -3.188], [4.818, 4.415, -5.055], [3.733, 0.829, -7.099], [2.279, 0.197, -5.228], [-5.109, -1.098, -1.259], [-4.510, -2.263, 1.037], [-0.039, 4.011, 0.409], [-1.095, 3.879, 1.326], [-0.829, 3.623, 2.668], [-1.867, 3.336, 3.535], [-3.174, 3.306, 3.078], [-3.445, 3.586, 1.750], [-2.414, 3.872, 0.875], [0.808, 4.364, 0.833], [-0.296, 4.550, -0.410], [0.191, 3.673, 3.025], [-1.655, 3.127, 4.573], [-3.976, 3.056, 3.751], [-4.465, 3.575, 1.394], [-2.616, 4.117, -0.159], [0.868, -1.966, -0.051], [1.812, -3.310, 0.678], [1.255, -4.581, 0.709], [2.007, -5.647, 1.171], [3.305, -5.443, 1.616], [3.855, -4.171, 1.586], [3.119, -3.106, 1.098], [0.247, -4.730, 0.354], [1.580, -6.638, 1.191], [3.896, -6.276, 1.965], [4.866, -4.008, 1.932], [3.561, -2.125, 1.023]], "forces_ev_per_a": [[-0.10, 0.02, 0.03], [0.13, 0.03, 0.11], [-0.25, -0.07, -0.19], [0.15, -0.01, 0.13], [-0.07, -0.19, 0.01], [0.26, 0.02, 0.24], [0.03, 0.11, -0.17], [0.15, 0.11, 0.16], [-0.55, -0.16, 0.14], [0.70, 0.57, 0.02], [-0.38, -0.24, -0.02], [0.45, -0.02, 0.01], [-0.70, -0.12, -0.10], [0.37, 0.15, 0.13], [-0.09, -0.24, 0.16], [-0.04, 0.01, -0.17], [-0.11, -0.13, 0.10], [0.16, 0.20, -0.20], [-0.04, -0.06, 0.07], [-0.14, -0.07, 0.10], [0.12, 0.11, 0.13], [0.16, 0.31, -0.27], [0.67, -0.21, 0.00], [0.15, 0.18, -0.31], [0.03, -0.13, 0.54], [-0.31, 0.03, -0.25], [0.16, 0.17, -0.09], [-0.15, 0.06, -0.08], [0.24, -0.02, 0.17], [-0.09, 0.01, -0.08], [-0.18, -0.08, -0.12], [-0.02, -0.13, 0.11], [0.19, 0.11, -0.05], [0.24, 0.10, -0.05], [-0.25, 0.02, 0.07], [0.11, 0.10, -0.05], [0.03, -0.29, 0.52], [-0.10, -0.07, 0.23], [-0.06, -0.05, -0.16], [0.13, -0.06, 0.21], [0.00, 0.11, -0.22], [-0.19, 0.05, -0.22], [-0.43, -0.13, 0.17], [0.16, 0.14, -0.32], [-0.19, -0.10, -0.01], [0.13, -0.01, -0.14], [-0.24, -0.08, 0.25], [0.08, 0.03, -0.09], [0.10, 0.07, -0.11], [0.07, 0.06, 0.19], [-0.18, -0.16, 0.41], [-0.25, 0.15, -0.35], [-0.19, -0.07, -0.57], [0.02, 0.09, -0.01], [-0.04, 0.09, -0.04], [-0.04, -0.10, 0.01], [0.05, -0.10, 0.06], [0.09, 0.08, 0.12], [-0.04, 0.00, 0.15], [0.04, 0.12, 0.01], [-0.05, 0.03, 0.11], [-0.01, -0.14, 0.00], [0.05, -0.07, -0.11], [0.00, -0.12, 0.05], [-0.07, -0.10, -0.07], [-0.03, 0.10, -0.01], [0.03, 0.10, 0.05], [-0.15, -0.03, -0.16], [0.10, 0.03, -0.12], [0.13, 0.01, -0.12], [0.18, -0.03, 0.06], [-0.01, 0.06, 0.10], [0.04, 0.09, -0.01], [0.04, -0.05, -0.10], [-0.04, -0.09, -0.01], [-0.17, -0.01, -0.08], [-0.13, -0.13, 0.10], [0.07, 0.31, -0.12], [-0.22, 0.06, 0.16], [0.09, 0.10, -0.22], [-0.06, -0.05, 0.03], [-0.05, -0.13, 0.09], [-0.06, -0.03, 0.00], [0.28, 0.11, 0.00], [-0.01, 0.02, -0.15], [0.15, 0.05, 0.09], [0.09, -0.10, 0.05], [0.03, 0.02, 0.09], [-0.14, 0.02, 0.13], [-0.05, 0.03, -0.04], [-0.07, -0.06, -0.14], [0.35, -0.61, 0.21], [-0.35, 0.41, -0.28], [-0.08, 0.05, 0.03], [0.06, -0.11, 0.06], [-0.08, 0.01, -0.05], [0.09, 0.04, 0.08], [0.09, 0.04, 0.00], [-0.13, -0.01, 0.00], [-0.04, -0.07, -0.02], [0.02, -0.07, 0.07], [0.08, -0.01, -0.03], [0.06, 0.07, -0.03]], "mulliken_charge": [0.856, -0.192, 0.241, -1.026, -0.245, -0.061, -0.203, -1.198, 2.214, 0.021, -1.492, -1.660, 0.251, 1.024, -0.477, -0.153, -1.046, 0.279, -0.197, -0.919, -0.111, 0.440, 0.412, 0.345, 1.125, -0.077, -0.413, -0.990, 0.296, -0.193, -0.949, -0.267, 0.392, -1.333, -1.658, 0.194, 0.720, 0.993, 0.160, -1.418, -1.552, -0.368, 0.668, 0.053, -0.168, -0.936, 0.282, -0.193, -0.960, -0.280, -1.675, -1.484, 0.060, 0.436, 0.492, 0.561, 0.438, 0.776, 0.887, 0.707, 0.430, 0.431, 0.459, 0.638, 0.426, 0.436, 0.526, 0.626, 0.665, 0.634, 0.763, 0.515, 0.432, 0.422, 0.608, 0.743, 0.584, -0.327, 0.284, -0.292, -0.670, -0.645, -0.584, -0.247, 0.203, 0.203, 0.336, 0.444, 0.422, 0.433, 0.384, 0.102, 0.298, -0.393, -0.705, -0.547, -0.812, -0.060, 0.445, 0.420, 0.407, 0.446, 0.690], "e_homo_ev": [-9.56, -9.55], "homo_lumo_gap_ev": [5.29, 5.28], "charge": 1, "largest_force_ha_per_bohr": 0.018, "de_lowest_kj_mol": 0.00}

***

Entry 2:
{"formula": "C3H5NOS", "method": "ωB97M-V/def2-TZVPD", "elements": ["O", "N", "C", "C", "C", "S", "H", "H", "H", "H", "H"], "positions_angstrom": [[0.959, 1.853, -0.827], [-0.079, 1.313, -1.646], [-0.671, 0.420, -0.944], [-0.224, 0.137, 0.488], [0.922, -0.716, 0.591], [-0.606, -1.543, 1.124], [1.391, 2.436, -1.438], [-1.500, -0.047, -1.504], [-0.390, 0.902, 1.225], [1.300, -1.191, -0.314], [1.614, -0.470, 1.366]], "forces_ev_per_a": [[-0.56, -0.17, -0.49], [0.36, -0.61, 1.49], [-0.23, 0.85, -0.41], [-1.99, -0.42, -1.61], [0.82, -1.08, 0.01], [-0.12, 0.28, 0.09], [0.44, 0.57, -0.37], [0.41, -0.07, 0.81], [0.14, 0.33, -0.05], [0.19, 0.48, 0.23], [0.52, -0.16, 0.28]], "mulliken_charge": [-0.363, -0.405, -0.182, -0.079, -0.583, -0.158, 0.358, 0.392, 0.452, 0.265, 0.302], "smiles": "O/N=C\\[C@@H]1CS1", "e_homo_ev": -8.98, "homo_lumo_gap_ev": 9.88, "largest_force_ha_per_bohr": 0.050, "de_lowest_kj_mol": 290.66}

***

Entry 3:
{"formula": "C28H42CaO14", "method": "ωB97M-V/def2-TZVPD", "elements": ["Ca", "O", "C", "O", "C", "C", "C", "H", "H", "H", "H", "H", "H", "O", "C", "O", "C", "C", "C", "H", "H", "H", "H", "H", "H", "O", "C", "O", "C", "C", "C", "H", "H", "H", "H", "H", "H", "O", "C", "O", "C", "C", "C", "H", "H", "H", "H", "H", "H", "O", "C", "O", "C", "C", "C", "H", "H", "H", "H", "H", "H", "O", "C", "O", "C", "C", "C", "H", "H", "H", "H", "H", "H", "O", "C", "O", "C", "C", "C", "H", "H", "H", "H", "H", "H"], "positions_angstrom": [[0.584, -0.131, -0.297], [-1.809, -0.384, -0.174], [-2.968, -0.658, -0.201], [-3.580, -1.111, -1.302], [-5.009, -1.168, -1.166], [-5.294, -0.438, 0.139], [-4.008, -0.631, 0.919], [-5.344, -2.209, -1.144], [-5.435, -0.711, -2.057], [-6.125, -0.861, 0.700], [-5.495, 0.585, -0.182], [-3.867, -1.655, 1.283], [-4.008, 0.125, 1.699], [0.151, -2.373, -0.355], [-0.066, -3.260, 0.426], [-1.341, -3.536, 0.825], [-1.279, -4.366, 1.984], [-0.022, -5.159, 1.819], [0.927, -4.170, 1.099], [-2.132, -5.043, 2.032], [-1.263, -3.777, 2.905], [-0.111, -6.101, 1.275], [0.393, -5.468, 2.781], [1.569, -4.579, 0.324], [1.509, -3.739, 1.912], [-0.292, -0.457, -2.491], [-0.890, -0.135, -3.485], [-1.112, -0.946, -4.520], [-1.902, -0.248, -5.535], [-2.534, 0.988, -4.829], [-1.511, 1.211, -3.741], [-2.689, -0.969, -5.749], [-1.250, -0.073, -6.388], [-3.512, 0.679, -4.464], [-2.653, 1.838, -5.494], [-1.926, 1.689, -2.856], [-0.707, 1.829, -4.156], [0.346, -0.662, 2.005], [-0.042, -0.650, 3.148], [0.240, -1.651, 3.980], [-0.283, -1.377, 5.311], [-0.340, 0.153, 5.345], [-0.737, 0.455, 3.881], [0.434, -1.732, 6.044], [-1.263, -1.840, 5.389], [0.639, 0.607, 5.489], [-1.071, 0.540, 6.049], [-0.396, 1.428, 3.532], [-1.819, 0.438, 3.734], [2.262, 1.277, 0.419], [3.143, 1.879, 0.985], [4.387, 1.882, 0.516], [5.288, 2.586, 1.396], [4.471, 2.971, 2.625], [3.014, 2.755, 2.231], [5.590, 3.476, 0.851], [6.111, 1.994, 1.784], [4.714, 3.976, 2.960], [4.629, 2.261, 3.440], [2.592, 3.689, 1.863], [2.379, 2.199, 2.913], [2.298, -0.755, -1.760], [2.802, -1.470, -2.601], [3.131, -2.715, -2.339], [3.737, -3.314, -3.503], [4.242, -2.137, -4.312], [3.175, -1.078, -4.023], [2.977, -3.811, -4.115], [4.455, -4.083, -3.239], [4.428, -2.410, -5.349], [5.214, -1.785, -3.955], [2.320, -1.155, -4.694], [3.533, -0.052, -3.980], [-0.560, 1.932, -0.171], [-0.683, 3.072, 0.201], [0.351, 3.761, 0.671], [0.052, 5.178, 0.723], [-1.460, 5.185, 0.964], [-1.911, 4.002, 0.158], [0.319, 5.681, -0.205], [0.593, 5.599, 1.566], [-1.824, 6.172, 0.673], [-1.592, 5.188, 2.047], [-2.155, 4.232, -0.877], [-2.730, 3.522, 0.696]], "forces_ev_per_a": [[-0.29, -0.03, -0.49], [0.59, -0.02, 0.27], [-1.31, 0.37, 0.45], [0.66, 0.09, -0.48], [-0.37, -0.65, 0.12], [-0.50, -0.71, -0.55], [0.06, 0.26, -0.84], [0.32, -0.02, 0.00], [-0.01, 0.11, 0.11], [-0.26, 0.22, -0.30], [0.11, 0.25, 0.83], [-0.58, 0.10, 0.53], [1.01, -0.14, 0.10], [0.10, -0.41, -0.25], [-0.52, 0.25, 0.78], [0.67, 0.65, -0.27], [-0.50, -1.08, 0.40], [1.67, -0.91, 0.16], [-0.94, -0.82, 0.47], [-0.22, 0.38, -0.25], [0.03, 0.26, -0.24], [-0.49, 0.24, -0.26], [-0.07, 0.17, 0.00], [0.15, -0.12, 0.17], [0.17, 0.81, -0.54], [0.35, -0.27, -0.31], [-0.69, 0.30, 0.08], [0.26, 0.58, 0.34], [-0.89, -0.56, 0.44], [0.63, -1.01, -0.69], [-0.12, 0.69, -0.10], [0.20, 0.10, -0.60], [-0.12, 0.20, -0.01], [0.03, 0.19, 0.22], [-0.01, -0.03, -0.05], [0.34, -0.17, 0.19], [0.02, 0.13, 0.25], [-0.02, -0.12, -0.26], [0.31, 0.10, 0.35], [-0.11, -0.33, -0.10], [0.56, 1.02, -0.01], [-0.80, 0.05, -0.93], [-0.05, 0.46, 0.57], [-0.14, -0.49, -0.10], [0.01, -0.10, 0.19], [0.07, -0.21, 0.45], [0.18, 0.01, 0.16], [0.06, -0.07, -0.12], [0.00, -0.28, -0.10], [0.04, -0.05, 0.15], [0.33, 0.48, 0.09], [0.08, -0.61, 0.28], [-0.50, 0.83, 0.56], [-0.68, -0.56, 0.88], [0.58, -0.14, -1.46], [0.44, -0.15, -0.02], [0.19, -0.32, -0.98], [-0.13, -0.04, 0.11], [0.57, 0.25, 0.03], [-0.55, -0.12, 0.24], [-0.09, 0.47, 0.31], [0.27, -0.11, -0.09], [-0.50, 0.73, -0.15], [0.15, -0.66, 0.22], [-0.27, -0.25, -1.04], [0.91, 0.26, -0.19], [0.44, -0.32, 0.50], [-0.27, -0.04, 0.41], [0.17, 0.31, 0.41], [-0.42, 0.11, -0.08], [-0.10, -0.05, 0.23], [-0.15, 0.01, 0.15], [0.00, 0.01, -0.28], [-0.41, 0.28, 0.12], [-0.17, 0.88, -0.44], [0.79, 0.08, -0.23], [-0.65, -0.08, 0.67], [1.22, 1.96, -0.01], [-0.09, -0.92, 1.06], [0.24, -0.28, -0.09], [0.21, 0.00, -0.15], [-0.36, -0.28, -0.32], [-0.45, -0.78, -0.07], [-0.16, -0.04, 0.01], [-0.20, -0.27, -0.64]], "mulliken_charge": [3.394, 0.413, 0.040, -0.375, -0.538, -0.683, -0.237, 0.294, 0.311, 0.376, 0.286, 0.256, 0.249, -0.407, 0.076, -0.233, -0.174, -0.789, -0.235, 0.376, 0.057, 0.294, 0.353, 0.387, 0.203, -0.325, 0.064, -0.383, -0.532, -0.554, -0.017, 0.318, 0.313, 0.207, 0.351, 0.027, 0.311, -0.504, 0.033, -0.376, -0.461, -0.674, -0.071, 0.361, 0.291, 0.273, 0.377, 0.143, 0.185, -0.534, 0.002, -0.419, -0.435, -0.749, 0.389, 0.351, 0.307, 0.347, 0.319, -0.091, 0.078, -0.693, 0.212, -0.271, -0.487, -0.606, -0.335, 0.266, 0.379, 0.367, 0.263, 0.197, 0.348, -0.184, -0.266, -0.170, -0.562, -0.728, -0.315, 0.304, 0.377, 0.372, 0.304, 0.359, 0.250], "e_homo_ev": -14.87, "homo_lumo_gap_ev": 10.97, "charge": 2, "largest_force_ha_per_bohr": 0.045}